[1]
70
Properties=species:S:1:pos:R:3:forces:R:3:lowdin_charge:R:1 method="wB97M-V/def2-TZVPD" de_lowest_kj_mol=318.9 multiplicity=1 e_lumo_ha=-0.0300
C 3.6430 -2.0448 -3.6946 0.145 0.106 -0.309 -0.011
C 3.3025 -2.8895 -2.4833 0.225 -0.054 -0.459 -0.444
C 2.4659 -4.1070 -2.9062 -0.017 -0.088 -0.111 -0.003
C 4.5746 -3.2812 -1.5722 0.011 0.053 0.068 -0.437
C 4.9015 -4.7704 -1.5148 -0.082 -0.279 -0.076 -0.008
C 5.8364 -2.5262 -1.9023 0.181 0.281 -0.244 -0.014
O 4.1711 -2.8905 -0.2322 -0.688 -0.466 -0.636 0.097
B 2.8061 -2.6806 -0.4038 0.146 0.594 0.474 -0.657
C 3.4180 1.4091 0.4260 0.672 -3.218 2.093 -0.222
C 4.4436 2.1969 1.1630 1.152 -1.868 -0.745 -0.213
C 4.1196 3.6058 1.3117 -1.555 1.208 -1.075 0.073
C 2.9381 4.0017 0.7040 2.043 0.859 2.137 -0.139
C 2.0785 5.0191 1.3825 -0.454 1.233 0.159 -0.514
F 1.6166 5.9679 0.5084 0.172 -0.509 0.612 0.108
F 0.9609 4.4250 1.9278 1.027 0.444 -0.543 0.114
F 2.6912 5.6843 2.4049 -0.403 -0.535 -0.865 0.115
C 2.4301 3.3682 -0.4450 -0.496 -2.575 -1.158 0.003
C 2.7230 2.0041 -0.6075 -0.392 1.680 -0.797 -0.006
C 5.5438 1.4412 0.3159 3.943 4.251 -0.817 -0.199
C 5.6898 1.0037 -1.1801 -0.895 0.205 0.718 -0.123
C 6.0889 2.3690 -0.8252 1.440 0.614 -0.073 -0.109
O 2.4672 -2.0871 -1.6215 0.455 -0.681 0.528 0.118
H 4.3432 -2.5802 -4.3540 -0.175 0.252 0.140 0.098
H 2.7289 -1.8332 -4.2648 0.177 -0.113 0.158 0.095
H 4.0703 -1.0765 -3.3985 0.006 -0.352 -0.082 0.085
H 3.0481 -4.7763 -3.5517 -0.104 0.070 0.172 0.094
H 2.0927 -4.6716 -2.0356 0.184 0.184 -0.339 0.093
H 1.5935 -3.7667 -3.4860 0.276 -0.022 0.264 0.101
H 5.2215 -5.1504 -2.4960 -0.143 0.089 0.218 0.098
H 5.7343 -4.9171 -0.8155 -0.189 0.069 -0.134 0.096
H 4.0555 -5.3688 -1.1506 0.202 0.180 -0.157 0.093
H 6.1795 -2.8000 -2.9060 0.039 0.212 0.122 0.097
H 5.6806 -1.4451 -1.8288 0.044 -0.355 -0.165 0.055
H 6.6181 -2.8090 -1.1919 -0.095 0.046 -0.016 0.100
H 4.6449 1.8234 2.1837 -0.381 0.022 -0.266 0.164
H 4.6793 4.2128 2.0009 -0.394 0.143 0.492 0.123
H 1.7567 3.8970 -1.1237 0.159 -0.218 0.346 0.125
H 2.3838 1.4203 -1.4514 -0.331 0.021 -0.021 0.122
H 6.3208 0.9784 0.9386 -0.275 0.411 -0.092 0.152
H 6.5196 0.3164 -1.3697 -0.532 0.059 0.204 0.106
H 4.7599 0.8694 -1.7461 0.471 -0.108 0.066 0.105
H 5.4329 3.1872 -1.1558 0.244 -0.374 0.452 0.110
H 7.1571 2.6008 -0.8247 -0.337 0.118 -0.281 0.096
C -0.6425 -6.7792 1.2610 -0.157 -0.110 0.191 -0.056
C 0.0929 -5.4790 1.2006 0.123 0.473 0.272 -0.279
C -0.4224 -4.3901 0.4875 -0.028 -0.324 -0.165 -0.038
C 0.4234 -3.3663 0.0937 0.420 -0.247 0.132 -0.018
C 1.7823 -3.4051 0.4582 -0.685 0.392 0.879 -0.082
C 3.9732 0.1276 0.7323 -5.976 -1.805 -0.648 -0.029
C 3.7482 -0.3103 2.1131 0.059 0.107 0.969 -0.214
C 2.6323 0.2101 2.8482 0.543 0.025 0.058 -0.030
C 2.6178 0.1721 4.2440 0.510 -0.320 -0.115 -0.079
C 3.6925 -0.4395 4.9188 -0.166 0.224 0.160 -0.103
C 4.6821 -1.1398 4.2092 -0.269 0.129 -0.145 -0.087
C 4.6544 -1.1372 2.8084 0.043 0.232 0.246 -0.038
C 2.1938 -4.3139 1.4528 -0.371 0.024 -0.267 -0.011
C 1.3393 -5.3416 1.8286 0.108 -0.158 -0.041 -0.037
H 0.0402 -7.6000 1.0139 -0.107 0.102 0.174 0.084
H -1.0556 -6.9521 2.2618 -0.048 -0.132 -0.218 0.086
H -1.4336 -6.7938 0.5097 -0.120 -0.028 0.228 0.075
H -1.4677 -4.3990 0.1656 0.357 -0.103 -0.028 0.115
H 0.0653 -2.5828 -0.5700 0.100 -0.146 0.056 0.122
H 4.0361 -0.6529 -0.0170 0.156 0.066 0.001 0.102
H 1.8031 0.6682 2.3107 0.300 -0.030 0.046 0.115
H 1.7900 0.6394 4.7985 0.489 -0.299 -0.281 0.107
H 3.7536 -0.3602 6.0125 -0.067 -0.192 -0.511 0.099
H 5.5058 -1.6249 4.7604 -0.608 0.124 -0.425 0.105
H 5.3715 -1.7110 2.2253 0.161 0.249 0.148 0.113
H 3.1947 -4.2426 1.8760 -0.154 -0.059 -0.205 0.121
H 1.6610 -6.0872 2.5688 -0.092 0.215 -0.468 0.120

[2]
131
Properties=species:S:1:pos:R:3:forces:R:3:lowdin_charge:R:1 method="wB97M-V/def2-TZVPD" charge=+1 multiplicity=1 e_lumo_ha=-0.1910
C -2.3966 1.9485 4.2647 0.267 -0.081 -0.577 -0.047
C -2.5949 0.4950 3.8608 0.135 0.733 0.331 -0.254
O -3.3464 -0.1511 4.8887 -0.264 -0.158 -0.271 -0.108
C -3.5430 -1.5515 4.8057 0.256 0.337 0.458 -0.110
C -3.2264 -2.1440 3.4571 -0.148 -0.144 0.213 -0.159
C -2.0777 -2.8964 3.2157 0.187 0.622 -0.234 -0.185
S -0.8037 -3.3443 4.4070 0.414 -1.458 0.298 0.762
O -1.3995 -4.0404 5.5005 -0.416 0.595 0.113 -0.256
O 0.2146 -3.9963 3.6494 0.005 0.428 -0.293 -0.267
C 0.0229 -1.8062 5.0681 0.096 -0.196 0.069 -0.677
F 1.0426 -2.2690 5.7608 0.038 0.048 0.021 0.192
F -0.7732 -1.1070 5.8584 -0.048 0.092 -0.107 0.178
F 0.4550 -1.0632 4.0607 -0.085 0.105 -0.040 0.168
C -1.8938 -3.3362 1.9417 0.186 0.150 -0.101 -0.034
C -2.8420 -3.0117 0.9610 0.033 -0.640 0.301 -0.183
N -3.9780 -2.3450 1.1628 2.241 -0.728 2.028 0.087
N -4.0780 -1.9481 2.4494 -1.137 0.639 -0.368 -0.015
C -5.3361 -1.2087 2.7095 -0.731 0.083 -0.411 -0.158
C -6.4127 -2.0862 3.3586 0.047 0.213 0.503 -0.760
C -7.3414 -1.2328 4.2124 0.269 0.156 -0.407 -0.116
Br -7.4082 -3.0206 1.9801 0.058 -0.159 -0.003 0.744
H -3.2368 2.3150 4.8480 0.025 0.002 0.101 0.093
H -1.4449 2.1030 4.7672 -0.163 -0.038 0.370 0.085
H -2.3464 2.5239 3.3404 -0.009 0.170 0.116 0.022
H -3.1386 0.4964 2.9094 -0.012 -0.308 -0.028 0.104
H -1.6075 0.0462 3.7349 -0.143 -0.243 -0.177 0.103
H -4.5739 -1.7512 5.0903 -0.061 -0.091 -0.097 0.130
H -2.9260 -2.0446 5.5587 0.042 -0.104 -0.121 0.122
H -1.0268 -3.9210 1.6622 0.055 0.102 0.044 0.089
H -2.5955 -3.3500 -0.0377 -0.352 -0.110 0.443 0.014
H -5.1403 -0.2979 3.2705 0.251 -0.220 0.336 0.126
H -5.7357 -0.8897 1.7499 0.352 -0.014 -0.161 0.121
H -5.9662 -2.8589 3.9815 0.014 -0.131 -0.136 0.042
H -8.0685 -1.8498 4.7299 -0.076 0.034 0.004 0.087
H -6.7405 -0.6695 4.9304 -0.066 -0.081 0.161 0.086
H -7.8470 -0.5044 3.5785 -0.176 -0.024 0.074 0.089
C -0.1317 -7.8452 2.7335 0.261 -0.048 -0.034 -1.613
Br -0.3980 -9.6049 2.0208 -0.043 -0.107 0.042 0.627
Br 1.6494 -7.2124 2.4216 -0.051 0.056 -0.066 0.597
Br -1.4484 -6.6273 2.0354 0.024 -0.110 -0.349 0.586
H -0.2788 -7.8987 3.8030 -0.091 0.009 0.010 -0.056
C -3.8702 5.3118 1.4075 0.062 0.070 0.070 -1.628
Br -4.8839 5.9984 2.8849 -0.012 -0.016 0.025 0.592
Br -2.0204 5.7974 1.5119 -0.029 -0.104 0.107 0.558
Br -4.0793 3.3981 1.2417 -0.120 -0.091 -0.138 0.564
H -4.2748 5.7492 0.5064 -0.017 -0.038 -0.029 -0.026
C 1.1043 7.6391 -0.6423 -0.028 -0.027 -0.037 -1.628
Br 1.4432 6.9746 1.1359 0.017 -0.011 0.030 0.549
Br 1.6029 6.3665 -1.9890 -0.002 0.009 0.079 0.548
Br -0.7266 8.1869 -0.8427 0.018 0.132 -0.105 0.533
H 1.7248 8.5155 -0.7784 0.007 0.026 0.010 -0.096
C 5.6688 -6.5817 1.7419 0.066 -0.030 0.083 -1.645
Br 5.3960 -8.3845 1.1369 -0.021 -0.004 -0.068 0.572
Br 7.4526 -5.9657 1.4118 -0.023 -0.035 -0.080 0.572
Br 4.3593 -5.3750 1.0022 0.012 0.011 -0.015 0.540
H 5.5248 -6.5881 2.8125 -0.015 0.046 0.014 -0.028
C 2.8685 5.5080 -6.0375 -0.027 -0.031 -0.002 -1.623
Br 2.8065 7.2945 -5.3442 0.138 0.036 -0.156 0.548
Br 4.2323 5.2888 -7.3654 0.022 -0.033 -0.019 0.584
Br 3.0577 4.2406 -4.5963 -0.011 -0.069 -0.037 0.562
H 1.9175 5.3157 -6.5146 -0.036 0.009 0.035 -0.060
C -4.5604 -6.7625 4.4741 0.166 -0.175 0.018 -1.562
Br -4.4571 -5.2978 3.2196 -0.409 -0.016 -0.047 0.650
Br -2.8204 -7.2002 5.1424 -0.128 -0.139 0.468 0.644
Br -5.8077 -6.4005 5.8809 -0.021 0.073 -0.001 0.652
H -4.9240 -7.6190 3.9239 -0.029 0.035 -0.064 -0.009
C 2.8027 10.5545 -3.5417 -0.020 -0.017 -0.007 -1.634
Br 3.4497 12.1483 -4.3847 0.038 0.002 0.035 0.625
Br 4.1646 9.6400 -2.5441 0.101 -0.045 0.001 0.574
Br 1.2647 10.8924 -2.4386 -0.078 0.066 -0.031 0.589
H 2.4891 9.8806 -4.3269 -0.064 0.027 -0.021 -0.111
C -1.0566 7.8536 -6.5333 0.098 -0.031 -0.046 -1.631
Br -0.1069 7.9587 -8.2001 0.021 -0.025 -0.006 0.593
Br -1.0406 6.0620 -5.8217 0.008 -0.021 0.012 0.584
Br -0.3964 9.1154 -5.2539 -0.085 0.184 0.192 0.546
H -2.0855 8.1220 -6.7258 0.041 -0.090 0.010 -0.132
C 5.8487 10.6062 0.8565 0.013 0.065 -0.108 -1.656
Br 7.2099 9.2951 1.2320 -0.126 0.003 0.036 0.581
Br 4.1513 10.0637 1.5732 -0.077 -0.033 0.019 0.567
Br 6.3578 12.3562 1.4518 0.006 0.002 0.022 0.599
H 5.7400 10.6540 -0.2187 0.021 0.007 -0.013 -0.106
C -5.3947 -9.5176 8.2112 -0.003 0.019 -0.009 -1.678
Br -4.6866 -9.1532 9.9581 0.007 -0.002 0.018 0.583
Br -4.6167 -11.0953 7.4387 0.010 -0.015 -0.020 0.574
Br -7.3162 -9.6072 8.2266 0.019 0.019 -0.016 0.568
H -5.1208 -8.6871 7.5775 0.004 0.014 -0.003 -0.106
C -0.8967 -10.2889 -1.9203 0.054 -0.043 -0.001 -1.659
Br -1.9230 -11.7086 -2.7011 -0.008 0.000 -0.011 0.600
Br 0.7415 -9.9781 -2.8780 0.031 0.026 -0.044 0.596
Br -1.9206 -8.6692 -1.7731 -0.076 0.076 0.021 0.542
H -0.6323 -10.5916 -0.9178 0.015 0.017 0.021 -0.071
C -4.8432 10.4413 -5.4024 0.000 0.038 0.051 -1.632
Br -4.4429 9.2975 -6.9014 -0.071 0.063 -0.036 0.627
Br -5.1330 9.4178 -3.8010 0.019 -0.024 0.012 0.572
Br -3.5108 11.7965 -5.1450 0.026 -0.025 -0.033 0.585
H -5.7705 10.9438 -5.6345 -0.025 -0.018 -0.014 -0.030
C -4.0077 -2.4821 -3.3598 0.054 0.074 -0.104 -1.577
Br -3.7176 -2.1979 -1.4657 -0.832 0.725 -2.364 0.785
Br -3.1488 -4.1029 -3.9357 0.009 -0.044 0.027 0.624
Br -5.8727 -2.4690 -3.7829 -0.032 -0.022 0.006 0.612
H -3.5451 -1.6640 -3.8927 0.037 0.026 0.044 -0.022
C 4.5050 2.2869 -10.4401 -0.040 0.022 0.016 -1.658
Br 4.7883 1.0711 -11.8982 0.010 -0.018 -0.010 0.582
Br 4.2456 1.3571 -8.7769 -0.002 -0.014 0.021 0.555
Br 5.9225 3.5784 -10.3106 0.048 0.026 -0.001 0.556
H 3.5955 2.8311 -10.6468 -0.013 0.012 0.002 -0.030
C 4.4124 -11.1141 -4.0282 -0.022 -0.020 0.042 -1.673
Br 3.9370 -10.4142 -5.7533 -0.019 0.020 -0.013 0.568
Br 4.9524 -12.9536 -4.1300 0.012 -0.019 -0.012 0.583
Br 5.7425 -10.0300 -3.1627 0.017 0.034 0.023 0.567
H 3.5252 -11.0775 -3.4136 -0.017 -0.019 0.017 -0.085
C -5.4366 -6.0847 -6.4543 0.026 0.061 0.013 -1.673
Br -5.2768 -6.2241 -8.3611 -0.004 -0.018 -0.017 0.591
Br -7.2313 -5.6477 -5.9208 -0.042 -0.028 0.005 0.556
Br -4.7962 -7.6635 -5.5640 0.024 -0.006 0.031 0.560
H -4.8064 -5.2663 -6.1376 -0.001 0.015 0.002 -0.090
C 8.6054 9.1828 -2.1529 0.057 -0.070 0.018 -1.657
Br 7.5081 8.0740 -3.2741 -0.087 0.045 -0.100 0.539
Br 10.4714 8.9586 -2.5383 0.010 0.021 -0.024 0.591
Br 8.0648 11.0260 -2.2401 -0.019 0.029 0.019 0.591
H 8.4472 8.8597 -1.1346 0.017 -0.013 0.012 -0.117
C 8.0905 5.1656 0.2979 -0.088 0.034 -0.035 -1.638
Br 8.8970 5.1329 -1.4426 0.083 -0.040 0.077 0.574
Br 7.9409 3.4048 1.0524 0.003 -0.041 0.013 0.578
Br 9.0096 6.3595 1.4960 0.131 -0.068 -0.011 0.554
H 7.0868 5.5475 0.1755 -0.012 0.023 0.023 -0.029
C 9.7158 -3.2871 4.4504 0.021 0.009 0.042 -1.653
Br 9.4248 -5.1806 4.6174 0.019 -0.002 0.033 0.553
Br 11.5728 -2.8796 4.1903 0.015 0.002 -0.016 0.586
Br 8.6211 -2.5196 3.0678 -0.018 0.010 -0.024 0.551
H 9.4146 -2.8343 5.3832 -0.009 0.005 0.014 -0.032

F_max values, unit Eh/bohr, following the record order: 0.12204 0.06045.
Calculated total energy values, unit Eh, following the record order: -1638.32643 -151488.80455.